No. 1
The following is a DFT calculation (ωB97M-V/def2-TZVPD) of a structure of composition C22H16F5N3O3STa at a distorted geometry.

The geometry in XYZ format:
```
51
C22H16F5N3O3STa, DFT ωB97M-V/def2-TZVPD
Ta -1.2520 -0.8073 0.2918
S -0.0179 -1.7795 1.9951
F 5.8039 -2.2422 3.1349
F 2.3880 0.1546 1.0982
F 1.4373 -3.9989 3.3676
F 4.9106 -0.2385 1.5118
F 4.0052 -4.1011 4.1116
O -3.9387 1.8818 1.2281
O -4.7265 -2.3570 -1.1235
O -2.5358 -1.9361 -0.6056
N -2.0292 0.7540 -1.3089
N -0.7133 1.2343 1.3264
N -3.0413 -0.2346 1.2168
C 0.3041 -2.1031 -1.7631
C 2.2584 -3.0202 2.8946
C -4.2591 -0.8494 0.7176
C 3.6021 -3.1697 3.2406
C 2.0269 -0.0707 -2.4771
C 2.3652 -1.4026 -2.7467
C 0.0881 -0.8348 -1.3043
C 0.4561 3.9575 -2.4944
C -1.0906 1.8754 -1.5007
C 0.1759 1.5980 -1.9968
C -1.4122 3.1997 -1.1512
C 0.8904 2.6528 -2.6332
C -3.8914 -1.8035 -0.4588
C 1.4874 -2.4102 -2.4086
C 1.7528 -1.9595 2.1371
C 4.5025 -2.2393 2.7238
C 2.6975 -1.0520 1.6308
C -1.8302 1.5657 2.3347
C 0.7825 0.2674 -1.8925
C 4.0569 -1.2099 1.9398
C -0.6292 4.2413 -1.6470
C -3.0876 1.0840 1.6177
H -0.3753 -2.8970 -1.5482
H 3.3766 -1.6073 -3.0789
H -1.5871 1.0488 3.2857
H -2.9641 1.2060 -1.0406
H -1.8847 2.6495 2.5824
H -4.7259 -1.5071 1.4816
H 1.7224 -3.4655 -2.6744
H -0.5465 2.1041 0.7854
H -2.0963 0.2334 -2.1841
H -4.9308 -0.0529 0.3806
H 1.7710 2.4252 -3.2329
H -2.2689 3.4042 -0.4714
H 0.9091 4.7788 -3.0653
H -0.8691 5.2814 -1.3894
H 2.7704 0.7303 -2.6708
H 0.1626 1.0218 1.8339
```

Values from the calculation:
Total charge = +1
Energy above the lowest of the compared OMol25 structures with the same formula, charge and spin = 10.6 kJ/mol
HOMO energy = -0.4265 Eh



No. 2
The following is a DFT calculation (ωB97M-V/def2-TZVPD) of the ion C5H10NO with charge +1 at a distorted geometry.

The geometry in XYZ format:
```
17
C5H10NO, DFT ωB97M-V/def2-TZVPD
O 0.9989 -1.0510 -0.0438
N -0.5389 1.2695 -0.4215
C 1.6707 0.1920 -0.2216
C 0.0632 -1.1612 0.8270
C -0.6313 -2.4566 0.8346
C 0.6736 1.0707 -1.0715
C -1.3324 2.2127 -0.3012
H 1.7816 0.5628 0.7826
H 1.1189 1.9730 -1.4805
H -1.5137 3.0393 -0.9389
H 0.4875 0.4007 -2.0204
H 0.0074 -3.1977 0.2011
H -1.5192 -2.5901 0.2288
H -1.0867 -2.6818 1.8229
H -2.0642 1.9819 0.3631
H 0.0421 -0.2547 1.4773
H 2.6064 0.1235 -0.8280
```

Values from the calculation:
Total charge = +1
Energy above the lowest of the compared OMol25 structures with the same formula, charge and spin = 370.6 kJ/mol
HOMO energy = -0.5002 Eh



No. 3
The following is a DFT calculation (ωB97M-V/def2-TZVPD) of an isolated molecule of C19H20N2O5.

The geometry in XYZ format:
```
46
C19H20N2O5, DFT ωB97M-V/def2-TZVPD
O -5.5409 -0.6717 0.5775
O 2.6352 2.5807 0.3018
O -4.1139 0.7432 -1.5016
O 2.9456 0.1437 -2.0512
O 2.5846 1.1252 2.0209
N 4.2663 0.3071 -0.2215
N 1.7893 -4.0359 0.4140
C -6.3569 -0.3557 -0.5293
C -2.1709 0.7135 -0.0591
C 2.0732 -3.0726 1.2727
C 2.5924 -1.8403 0.9042
C -2.2831 -0.3789 2.0712
C -3.3666 1.3939 -2.5004
C 4.0450 2.6736 0.4184
C 0.6223 1.5207 0.7351
C -0.1660 0.6686 1.4112
C 2.0183 1.6983 1.1123
C -3.4923 0.4030 -0.3270
C -3.6037 -0.6761 1.8277
C -1.5417 0.3408 1.1332
C 3.3219 -0.2991 -0.9834
C 4.7113 1.6475 -0.5124
C -4.2407 -0.2978 0.6449
C 1.9967 -3.8042 -0.8711
C 2.4963 -2.6075 -1.3568
C 2.8151 -1.6013 -0.4488
H 0.3013 2.0856 -0.1244
H -5.9964 -0.8280 -1.4449
H 1.8758 -3.3021 2.3118
H 1.7455 -4.6178 -1.5391
H 4.4218 1.8506 -1.5468
H 5.7975 1.7139 -0.4080
H 4.3182 3.6880 0.1242
H 4.3341 2.4895 1.4598
H 4.4421 -0.0441 0.7081
H 2.6415 -2.4397 -2.4125
H -1.5911 1.2422 -0.7959
H -2.5143 0.7895 -2.8256
H -7.3395 -0.7540 -0.2768
H -6.4293 0.7226 -0.6830
H 0.2683 0.1788 2.2750
H -4.1936 -1.2197 2.5486
H -3.0149 2.3753 -2.1671
H 2.7738 -1.0840 1.6523
H -1.8232 -0.6893 2.9966
H -4.0546 1.5242 -3.3347
```

Values from the calculation:
Structure (SMILES) = COc1ccc(/C=C/C(=O)OCCNC(=O)c2ccncc2)cc1OC
Energy above the lowest of the compared OMol25 structures with the same formula, charge and spin = 247.7 kJ/mol
HOMO energy = -0.2955 Eh



No. 4
The following is a DFT calculation (ωB97M-V/def2-TZVPD) of an isolated molecule of C4H6N4 at a distorted geometry.

The geometry in XYZ format:
```
14
C4H6N4, DFT ωB97M-V/def2-TZVPD
N 0.7974 -0.6068 0.4946
N 2.5543 0.0955 -0.4822
N -2.7629 -1.3606 -0.0372
N 0.4940 0.7116 0.7076
C -1.5356 0.8952 -0.4171
C -2.0585 -0.3042 -0.1243
C 1.8900 -1.0361 -0.2546
C -0.4590 1.3780 -0.0032
H -1.9748 1.7424 -1.1167
H -0.0145 2.4780 -0.0060
H 3.2956 -0.0077 -1.1277
H 2.0720 -2.1702 -0.4536
H 1.1928 1.4752 1.0815
H 0.8277 -0.9925 1.6389
```

Values from the calculation:
Structure (SMILES) = [H]/N=C/NN/C=C\C#N
Energy above the lowest of the compared OMol25 structures with the same formula, charge and spin = 598.4 kJ/mol
HOMO energy = -0.3150 Eh



No. 5
The following is a DFT calculation (ωB97M-V/def2-TZVPD) of a cluster of 3 separate species, C19H39INO13S2 in total at a distorted geometry.

The geometry in XYZ format:
```
75
C19H39INO13S2, DFT ωB97M-V/def2-TZVPD
I 2.6904 -1.4957 1.8326
S 1.8984 -3.9886 -1.2070
S 0.8236 -1.6731 -2.4619
O -1.6034 -3.7743 5.1141
O 0.7589 2.5576 -0.6055
O 3.2818 -3.4154 -1.0262
O 1.5953 -0.9758 -1.3632
O 2.0850 -5.4806 -1.4849
O 1.3349 -1.1048 -3.7861
O 1.6218 -4.1479 2.6436
O 0.9631 5.4285 -6.6726
O -0.2218 7.6410 -4.9128
O -2.0659 -6.7927 5.3868
O 2.2766 6.0928 -4.0212
O 2.7342 2.4481 -1.8954
O -1.7531 -5.0207 7.8775
N 1.0162 -3.3712 -2.5358
C -3.1765 -7.3494 4.7093
C 2.0147 6.3637 -6.4303
C -0.0742 5.3396 -5.6940
C 2.1810 2.3879 -0.7643
C -1.1234 -6.1546 4.5233
C -0.9426 6.5812 -5.5400
C -0.8893 0.6121 -0.2423
C -0.6874 -4.6861 8.7504
C 0.8386 -3.8768 0.3270
C -0.6436 -4.8352 5.1114
C -0.4351 8.9074 -5.5061
C 0.3408 1.4805 0.3053
C 2.5271 4.9792 -3.1731
C -2.5065 -3.8956 7.4424
C -0.9320 0.4372 -1.8356
C 1.6329 -3.3843 1.6321
C -2.7591 -3.9368 5.9357
C 2.9479 6.0173 -5.2709
C -0.9429 -1.1217 -2.3113
H -3.3174 -4.8253 5.6456
H -0.4678 8.8444 -6.5988
H -1.5895 -1.7756 -1.6357
H 1.2452 0.8502 0.6207
H 1.7062 4.9098 -2.4568
H -1.3976 -1.0988 -3.3738
H -1.9034 1.0333 0.1226
H -1.3271 6.8878 -6.5194
H 2.5612 4.0411 -3.7332
H -1.0591 -4.5969 9.7744
H 2.8847 2.1931 0.1311
H 2.6183 6.3638 -7.3442
H -1.9106 0.8861 -2.2630
H -0.2228 -4.9774 6.1057
H -2.0123 -2.9536 7.7018
H 0.1812 -4.4765 4.4833
H 0.0481 -5.4925 8.7088
H 0.4042 9.5513 -5.2324
H 3.7637 6.7493 -5.2432
H -0.0818 -3.1957 0.1650
H 0.4006 -4.9315 0.4875
H -0.0346 2.0137 1.2640
H -1.5490 -5.9832 3.5284
H -3.5311 -6.6968 3.9048
H -3.4703 -3.9332 7.9634
H -0.1874 -3.7612 8.4454
H -3.9881 -7.4618 5.4322
H -0.2729 -6.8370 4.4219
H -0.7959 -0.4420 0.2289
H -2.9166 -8.3343 4.3106
H -1.3607 9.3485 -5.1246
H -1.7950 6.3497 -4.8917
H -3.4086 -3.0890 5.6925
H 0.3272 5.0192 -4.7339
H 3.3815 5.0258 -5.4376
H 1.6199 7.3745 -6.3408
H -0.0867 0.9725 -2.3962
H -0.7241 4.5250 -6.0366
H 3.4621 5.1304 -2.6283
```

Values from the calculation:
Total charge = -1
HOMO energy = -0.2287 Eh



No. 6
The following is a DFT calculation (ωB97M-V/def2-TZVPD) of an isolated molecule of C4H7ClFN at a distorted geometry.

The geometry in XYZ format:
```
14
C4H7ClFN, DFT ωB97M-V/def2-TZVPD
Cl -3.1376 0.0814 0.3516
F 1.4565 -0.7819 1.0225
N 1.0721 1.4689 -0.1206
C 0.8413 -1.1697 -0.2335
C -0.4219 -0.4349 -0.1558
C -1.6813 -0.8344 -0.2355
C -0.1720 0.9566 0.3849
H 1.4972 -0.6467 -0.9835
H -1.0448 1.5334 0.2217
H 0.7858 -2.2310 -0.3633
H -0.1175 0.9295 1.4949
H -1.8982 -1.9278 -0.3953
H 1.8692 1.0730 0.1340
H 0.9513 1.9836 -1.1220
```

Values from the calculation:
Structure (SMILES) = NC/C(=C\Cl)CF
Energy above the lowest of the compared OMol25 structures with the same formula, charge and spin = 139.8 kJ/mol
HOMO energy = -0.3293 Eh



Gap between HOMO and LUMO? In order: 6.90, 8.50, 8.00, 9.22, 8.34, 9.89 eV.